Entry 1:
Computed, not measured: a single H5N4P molecule in a non-equilibrium geometry, with ωB97M-V/def2-TZVPD.

## Properties
- DFT total energy (eV) = -15327.919
- energy relative to the best compared isomer or geometry (same formula, charge and spin) (kJ/mol) = 104.9
- HOMO-LUMO gap (spin up / spin down) (eV) = 8.28 / 8.28
- highest occupied orbital energy (spin up / spin down) (eV) = -8.69 / -8.69
- structure (SMILES) = [H]/N=N/P(N)N

Positions of all 10 atoms, in Å:
H (-0.08177, 0.03500, 2.98438)
N (0.26601, -0.13834, 2.04075)
N (0.22916, 0.86332, 1.26366)
P (0.68770, 0.62212, -0.28022)
N (0.63082, -1.04601, -0.38649)
N (-1.08069, 0.96946, -1.32096)
H (0.10085, -1.57796, 0.24948)
H (1.35847, -1.42665, -0.92113)
H (-0.58187, 1.53323, -1.97898)
H (-1.52868, 0.16583, -1.65048)

=====

Entry 2:
Computed, not measured: a 3-piece molecular cluster, C24H47BClN3O8S overall, with ωB97M-V/def2-TZVPD.

## Properties
- DFT total energy (eV) = -70533.968
- HOMO-LUMO gap (eV) = 6.87
- highest occupied orbital energy (eV) = -8.55
- structure (SMILES) = C[C@H](Cl)CC1=C(B(O)O)C(=O)C(CCCN)=C(S)C1=O.COCCNCCOC.COCCNCCOC

Positions of all 85 atoms, in Å:
C (-2.56314, 2.44960, -2.54401)
C (-2.19671, 1.05594, -2.00462)
Cl (-3.68538, 0.00067, -2.11245)
C (-1.80891, 1.02933, -0.52814)
C (-0.61253, 1.87310, -0.11279)
C (-0.23136, 1.93889, 1.17069)
B (-0.91869, 1.16416, 2.37832)
O (-2.22444, 1.37594, 2.72817)
O (-0.20600, 0.25412, 3.10643)
C (0.97029, 2.74567, 1.54145)
O (1.67219, 2.44734, 2.48507)
C (1.26978, 3.95869, 0.70415)
C (1.93901, 5.13007, 1.36498)
C (3.46934, 5.27232, 1.11071)
C (4.08528, 4.15089, 0.29037)
N (5.54398, 4.35023, 0.12458)
C (0.90026, 3.87456, -0.57853)
S (1.28108, 5.19902, -1.69629)
C (0.21878, 2.63582, -1.10162)
O (0.37114, 2.28254, -2.24565)
H (-3.54024, 2.46668, -3.01329)
H (-2.47992, 3.19541, -1.75140)
H (-1.83762, 2.72319, -3.31042)
H (-1.47835, 0.55359, -2.64079)
H (-1.56231, -0.00494, -0.26993)
H (-2.69927, 1.28018, 0.04714)
H (-2.58779, 2.08293, 2.18397)
H (0.68822, 0.58310, 3.27332)
H (1.80260, 4.99444, 2.43939)
H (1.41822, 6.04753, 1.09602)
H (3.97792, 5.35585, 2.06933)
H (3.67070, 6.21331, 0.59027)
H (3.94175, 3.21577, 0.84074)
H (3.62079, 4.06163, -0.69210)
H (5.97438, 3.43438, 0.09099)
H (5.69640, 4.76280, -0.78770)
H (0.06545, 5.44102, -2.22026)
C (-3.71503, -1.76833, 1.99060)
O (-4.76774, -1.89470, 1.05366)
C (-4.43466, -2.63708, -0.11339)
C (-5.11756, -3.99041, -0.12525)
N (-4.56116, -4.88509, 0.88177)
C (-5.32141, -6.11320, 1.10306)
C (-6.76530, -6.00385, 1.58534)
O (-6.91289, -5.52879, 2.90972)
C (-6.86799, -4.12262, 3.06321)
H (-4.00755, -1.01248, 2.71690)
H (-3.52241, -2.70483, 2.52525)
H (-2.79008, -1.44079, 1.50656)
H (-3.35057, -2.73882, -0.21997)
H (-4.80060, -2.06258, -0.96556)
H (-4.98254, -4.44327, -1.11244)
H (-6.19133, -3.81316, 0.02036)
H (-4.48407, -4.39097, 1.76016)
H (-4.77209, -6.69721, 1.84567)
H (-5.30977, -6.69363, 0.17465)
H (-7.17708, -7.01643, 1.59269)
H (-7.39235, -5.42146, 0.89917)
H (-7.30018, -3.60477, 2.20323)
H (-5.84680, -3.76795, 3.22708)
H (-7.44986, -3.86977, 3.94972)
C (5.80747, 1.29104, -3.13311)
O (5.05463, 1.52680, -1.95894)
C (3.64463, 1.40946, -2.12366)
C (3.10651, 0.16925, -1.43829)
N (3.50556, -1.04873, -2.12871)
C (3.23269, -2.28535, -1.39844)
C (3.89117, -2.49333, -0.03743)
O (5.29253, -2.68257, -0.08053)
C (6.06648, -1.50083, -0.15165)
H (6.82831, 1.61655, -2.93756)
H (5.83097, 0.22981, -3.40167)
H (5.41467, 1.86386, -3.97789)
H (3.35738, 1.43634, -3.17820)
H (3.19913, 2.27847, -1.63594)
H (2.01323, 0.22444, -1.42480)
H (3.46009, 0.19333, -0.39764)
H (4.49436, -1.00635, -2.33460)
H (3.54564, -3.10973, -2.04370)
H (2.14840, -2.37652, -1.27497)
H (3.48501, -3.42039, 0.37484)
H (3.63551, -1.70108, 0.67718)
H (5.60259, -0.67678, 0.39714)
H (6.24284, -1.19653, -1.18731)
H (7.03637, -1.71471, 0.29762)

=====

Entry 3:
Computed, not measured: a single C2H9N2PS molecule in a non-equilibrium geometry, with ωB97M-V/def2-TZVPD.

## Properties
- DFT total energy (eV) = -25323.478
- energy relative to the best compared isomer or geometry (same formula, charge and spin) (kJ/mol) = 22.6
- HOMO-LUMO gap (eV) = 9.44
- highest occupied orbital energy (eV) = -8.54
- structure (SMILES) = CP(C)(=S)NN

Positions of all 15 atoms, in Å:
C (0.79726, 1.13922, 0.69536)
P (-0.45612, 0.35291, -0.40662)
C (0.29020, 0.26502, -2.13306)
S (-2.29827, 1.06975, -0.24232)
N (-0.38379, -1.33980, 0.32896)
N (-0.13652, -1.26073, 1.67626)
H (1.09604, 2.07627, 0.40162)
H (0.30004, 1.14794, 1.62080)
H (1.72135, 0.58113, 1.00155)
H (1.30895, -0.07010, -1.94901)
H (-0.34307, -0.42623, -2.56263)
H (-0.01082, 1.13592, -2.69803)
H (-1.23246, -1.83039, -0.01851)
H (0.21719, -2.03698, 2.13733)
H (-0.86997, -0.80393, 2.14829)

=====

Entry 4:
Computed, not measured: C31H34F6N4O8ReS3Sb as an isolated structure in a non-equilibrium geometry, with ωB97M-V/def2-TZVPD.

## Properties
- DFT total energy (eV) = -112481.566
- 2S+1 = 4
- charge = +3
- energy relative to the best compared isomer or geometry (same formula, charge and spin) (kJ/mol) = 176.0
- HOMO-LUMO gap (spin up / spin down) (eV) = 6.54 / 3.29
- highest occupied orbital energy (spin up / spin down) (eV) = -16.36 / -16.24
- expectation value of S² = 3.779

Positions of all 88 atoms, in Å:
Re (0.51494, -1.29060, 0.82150)
F (1.23342, -5.22060, -0.49392)
C (2.51139, -4.90500, -0.40936)
F (3.01568, -4.72429, -1.61201)
F (3.16476, -5.81340, 0.26913)
S (2.66981, -3.28548, 0.52761)
O (1.89297, -2.25526, -0.31254)
O (4.02960, -2.97642, 0.73886)
N (1.71180, -3.59498, 1.75792)
S (1.48442, -2.53863, 2.88673)
O (2.28481, -1.33815, 2.69267)
O (0.03754, -2.13710, 2.78092)
C (1.69769, -3.47918, 4.52644)
F (1.00313, -4.58024, 4.40041)
F (1.22900, -2.71356, 5.48169)
F (2.97667, -3.72047, 4.66259)
C (5.88986, 4.29427, 3.15131)
C (4.80890, 5.35581, 3.03620)
S (3.21913, 4.70934, 2.58349)
O (2.20934, 5.72021, 2.73437)
O (3.00537, 3.41330, 3.19778)
C (3.30094, 4.34537, 0.82196)
C (1.86840, 3.99117, 0.43489)
N (1.72032, 2.58735, 0.01180)
C (1.23075, 1.62963, 0.79375)
N (1.16751, 0.47777, 0.09310)
C (1.65233, 0.71998, -1.17864)
C (1.97820, 2.02538, -1.22263)
N (2.50064, 2.74531, -2.36292)
O (2.40370, 2.17329, -3.41725)
O (2.94244, 3.84982, -2.15879)
C (0.77919, 1.80409, 2.19264)
H (6.80511, 4.76390, 3.50692)
H (6.10946, 3.83194, 2.18892)
H (5.59985, 3.51766, 3.85494)
H (5.04016, 6.12811, 2.29967)
H (4.61312, 5.87067, 3.97936)
H (3.98505, 3.50846, 0.69125)
H (3.66992, 5.19983, 0.25904)
H (1.49321, 4.63173, -0.35976)
H (1.20239, 4.10435, 1.29009)
H (1.74090, -0.02958, -1.94610)
H (-0.15264, 2.37090, 2.22093)
H (1.53172, 2.34352, 2.77906)
H (0.61075, 0.83339, 2.66544)
C (-2.60534, -4.07795, 0.47396)
C (-3.70919, -3.13434, 0.19577)
C (-5.05290, -3.58699, 0.40436)
C (-6.12281, -2.80038, 0.08922)
C (-5.89150, -1.51941, -0.44340)
C (-4.56554, -1.04018, -0.64084)
C (-3.48753, -1.82317, -0.32579)
Sb (-1.56486, -1.04353, -0.87653)
C (-1.25114, -2.02940, -2.70653)
C (-0.42783, -3.15396, -2.60811)
C (-0.23524, -3.97651, -3.70105)
C (-0.86719, -3.66496, -4.90089)
C (-1.69494, -2.55715, -4.98496)
C (-1.91441, -1.71852, -3.89319)
C (-2.85214, -0.54874, -4.03694)
C (-1.86626, 1.04407, -0.93070)
C (-1.43598, 1.75223, -2.05146)
C (-1.51144, 3.13575, -2.07817)
C (-2.00578, 3.81259, -0.97288)
C (-2.40209, 3.11030, 0.15807)
C (-2.33376, 1.72068, 0.21261)
C (-2.74049, 1.02845, 1.48903)
H (-2.88084, -4.83183, 1.20775)
H (-1.68936, -3.57149, 0.79061)
H (-2.37137, -4.61129, -0.46051)
H (-5.19768, -4.57832, 0.81372)
H (-7.13495, -3.14976, 0.24060)
H (-6.72413, -0.88138, -0.70963)
H (-4.44165, -0.03863, -1.03755)
H (0.05932, -3.39334, -1.67536)
H (0.39370, -4.85220, -3.62478)
H (-0.72298, -4.29169, -5.76987)
H (-2.19366, -2.33384, -5.91933)
H (-3.67740, -0.80387, -4.69934)
H (-2.34766, 0.31163, -4.47906)
H (-3.28009, -0.23127, -3.07878)
H (-1.04393, 1.22760, -2.91976)
H (-1.19647, 3.67689, -2.96007)
H (-2.08256, 4.89144, -0.98645)
H (-2.77405, 3.65330, 1.01716)
H (-2.75977, 1.72855, 2.32148)
H (-2.04847, 0.22224, 1.77483)
H (-3.73130, 0.58481, 1.42332)

=====

Question: The lowest DFT total energy belongs to which entry?
Answer: C31H34F6N4O8ReS3Sb

=====

Question: The highest DFT total energy belongs to which entry?
Answer: H5N4P

=====

Question: Look up the DFT total energy of the second one.
Answer: -70533.968 eV